Model 1:
{"formula": "C6H15ClNO", "method": "ωB97M-V/def2-TZVPD", "symbols": ["C", "C", "C", "C", "C", "C", "N", "O", "Cl", "H", "H", "H", "H", "H", "H", "H", "H", "H", "H", "H", "H", "H", "H", "H"], "positions_angstrom": [[-0.17, 0.52, -2.60], [1.35, -0.41, 1.72], [-0.70, 0.81, 1.78], [-0.81, 0.20, -1.27], [0.29, 0.19, -0.24], [-0.57, -1.51, 1.17], [0.06, -0.23, 1.19], [0.57, -2.32, -0.21], [-0.40, -2.41, 2.68], [0.60, -0.10, -2.66], [-0.80, 0.36, -3.37], [0.26, 1.62, -2.60], [1.93, 0.46, 1.55], [1.31, -0.88, 2.74], [1.86, -1.35, 1.22], [-0.90, 0.61, 2.82], [-0.18, 1.79, 1.72], [-1.67, 0.86, 1.35], [-1.21, -0.87, -1.51], [-1.69, 0.88, -1.10], [1.12, -0.42, -0.62], [0.67, 1.21, -0.20], [-1.62, -1.65, 0.70], [0.24, -3.21, -0.39]], "mulliken_charge": [-1.61, -0.93, -0.92, 0.12, -1.08, 0.22, -0.08, -0.53, -0.05, 0.49, 0.47, 0.29, 0.43, 0.38, 0.37, 0.42, 0.33, 0.44, 0.20, 0.27, 0.55, 0.56, 0.40, 0.26], "e_homo_ev": -15.03, "charge": 1, "homo_lumo_gap_ha": 0.38599}

Model 2:
{"formula": "C6H15ClNO", "method": "ωB97M-V/def2-TZVPD", "symbols": ["C", "C", "C", "C", "C", "C", "N", "O", "Cl", "H", "H", "H", "H", "H", "H", "H", "H", "H", "H", "H", "H", "H", "H", "H"], "positions_angstrom": [[-0.01, 0.21, -3.18], [-0.34, -1.44, 1.49], [1.33, 0.22, 1.15], [0.48, 0.55, -1.71], [-0.02, -0.57, -0.77], [-0.84, 0.92, 1.11], [-0.03, -0.14, 0.73], [-2.13, 0.68, 1.03], [0.19, 0.72, 4.41], [0.15, -0.94, -3.19], [-1.14, 0.36, -3.17], [0.38, 0.63, -4.12], [0.18, -2.34, 1.12], [-0.14, -1.37, 2.60], [-1.36, -1.71, 1.33], [1.70, 0.98, 0.36], [1.33, 0.59, 2.23], [2.14, -0.55, 1.03], [0.04, 1.56, -1.61], [1.50, 0.57, -1.68], [-1.00, -1.02, -0.98], [0.79, -1.30, -0.72], [-0.45, 1.97, 1.53], [-2.75, 1.40, 1.02]], "mulliken_charge": [-1.22, -0.74, -0.83, -0.50, -0.65, -0.22, 0.21, -0.38, -0.16, 0.30, 0.29, 0.36, 0.36, 0.27, 0.44, 0.38, 0.30, 0.31, 0.27, 0.62, 0.44, 0.33, 0.42, 0.40], "e_homo_ev": [-14.66, -12.36], "charge": 1, "homo_lumo_gap_ha": [0.36974, 0.19107]}

The structure with the least stability is model 2.

Model 1:
{"formula": "C4H10NO", "method": "ωB97M-V/def2-TZVPD", "symbols": ["C", "C", "C", "N", "C", "O", "H", "H", "H", "H", "H", "H", "H", "H", "H", "H"], "positions_angstrom": [[-0.53, 1.09, 0.85], [-0.42, -0.44, 0.49], [-1.59, -0.87, -0.42], [0.81, -0.77, -0.35], [1.96, 0.18, -0.43], [1.76, 1.21, -1.12], [-0.45, 1.65, -0.07], [-1.38, 1.18, 1.49], [0.39, 1.12, 1.43], [-0.22, -0.98, 1.45], [-1.59, -0.36, -1.43], [-1.86, -1.88, -0.73], [-2.54, -0.43, 0.04], [0.50, -0.71, -1.33], [2.19, 0.36, 0.66], [2.97, -0.35, -0.52]], "mulliken_charge": [-1.24, 0.31, -1.26, -0.44, -0.66, -0.80, 0.32, 0.49, 0.27, 0.18, 0.32, 0.35, 0.29, 0.32, 0.23, 0.31], "e_homo_ev": -2.14, "charge": -1, "smiles": "CC(C)NC[O-]", "homo_lumo_gap_ha": 0.23102}

Model 2:
{"formula": "C4H10NO", "method": "ωB97M-V/def2-TZVPD", "symbols": ["C", "C", "C", "N", "C", "O", "H", "H", "H", "H", "H", "H", "H", "H", "H", "H"], "positions_angstrom": [[0.53, -1.77, -0.31], [-0.31, -0.48, -0.40], [-1.07, -0.24, 0.91], [0.56, 0.61, -0.88], [0.64, 1.85, 0.01], [-0.50, 2.53, 0.11], [1.41, -1.54, 0.30], [-0.02, -2.56, 0.20], [0.88, -2.01, -1.31], [-1.05, -0.68, -1.18], [-0.37, -0.02, 1.73], [-1.77, 0.59, 0.82], [-1.56, -1.17, 1.20], [0.11, 1.00, -1.70], [1.06, 1.46, 0.96], [1.45, 2.44, -0.48]], "mulliken_charge": [-1.52, 0.70, -1.40, -0.52, -0.60, -0.86, 0.29, 0.37, 0.37, 0.17, 0.28, 0.34, 0.45, 0.32, 0.26, 0.34], "e_homo_ev": -2.40, "charge": -1, "smiles": "CC(C)NC[O-]", "homo_lumo_gap_ha": 0.24474}

The structure with the least stability is model 1.

Model 1:
{"formula": "C4H10NO", "method": "ωB97M-V/def2-TZVPD", "symbols": ["C", "C", "N", "C", "C", "O", "H", "H", "H", "H", "H", "H", "H", "H", "H", "H"], "positions_angstrom": [[1.56, -1.14, -0.59], [0.23, -0.29, -0.63], [-0.98, -1.16, -0.63], [0.30, 0.59, 0.54], [-1.14, 1.46, 0.71], [-1.27, 2.37, -0.19], [1.34, -2.05, -1.08], [1.69, -1.39, 0.48], [2.38, -0.78, -0.97], [0.28, 0.29, -1.59], [-1.79, -0.64, -0.84], [-1.30, -1.15, 0.40], [1.24, 1.17, 0.53], [0.42, 0.05, 1.55], [-0.94, 1.93, 1.65], [-2.04, 0.75, 0.64]], "mulliken_charge": [-1.68, 0.86, -0.94, -1.16, -0.46, -0.86, 0.47, 0.28, 0.45, 0.23, 0.36, 0.33, 0.38, 0.36, 0.31, 0.08], "e_homo_ev": -2.12, "charge": -1, "smiles": "C[C@@H](N)CC[O-]", "homo_lumo_gap_ha": 0.23415}

Model 2:
{"formula": "C4H10NO", "method": "ωB97M-V/def2-TZVPD", "symbols": ["C", "O", "H", "H", "H", "C", "C", "C", "N", "H", "H", "H", "H", "H", "H", "H"], "positions_angstrom": [[0.26, -1.71, -1.68], [1.34, -1.41, -0.84], [0.62, -2.12, -2.64], [-0.41, -2.45, -1.22], [-0.32, -0.81, -1.92], [-0.51, -0.23, 1.57], [-0.38, 0.98, 0.67], [-1.44, 1.84, 0.59], [0.79, 1.05, 0.01], [0.40, -0.36, 2.15], [-0.63, -1.14, 0.96], [-1.36, -0.15, 2.25], [-1.38, 2.73, -0.02], [-2.34, 1.65, 1.16], [1.23, -0.43, -0.54], [0.86, 1.98, -0.39]], "mulliken_charge": [-0.66, -0.60, 0.26, 0.22, 0.23, -0.99, 0.72, -1.15, -0.82, 0.27, 0.15, 0.33, 0.25, 0.25, 0.45, 0.09], "e_homo_ev": -2.19, "charge": -1, "homo_lumo_gap_ha": 0.23769}

Model 3:
{"formula": "C4H10NO", "method": "ωB97M-V/def2-TZVPD", "symbols": ["C", "C", "N", "C", "C", "O", "H", "H", "H", "H", "H", "H", "H", "H", "H", "H"], "positions_angstrom": [[-2.42, 0.71, 1.26], [1.94, -1.28, -0.12], [2.45, -0.53, 0.87], [1.32, 0.20, -0.13], [0.15, -0.06, -1.31], [-0.75, 0.90, -1.29], [-3.49, 0.86, 1.07], [-2.13, 1.64, 1.76], [-1.83, 0.70, 0.31], [2.48, -1.52, -1.06], [1.28, -2.08, 0.24], [-2.17, -0.20, 1.80], [0.70, 0.72, 0.60], [1.97, 0.98, -0.52], [-0.29, -1.07, -1.25], [0.76, 0.02, -2.23]], "mulliken_charge": [-0.88, -0.24, -0.65, -0.35, -0.55, -0.87, 0.32, 0.23, 0.15, 0.26, 0.24, 0.22, 0.30, 0.21, 0.30, 0.32], "e_homo_ev": -2.95, "charge": -1, "homo_lumo_gap_ha": 0.26845}

The structure with the least stability is model 3.

Model 1:
{"formula": "C7H10N", "method": "ωB97M-V/def2-TZVPD", "symbols": ["C", "C", "C", "C", "C", "C", "C", "N", "H", "H", "H", "H", "H", "H", "H", "H", "H", "H"], "positions_angstrom": [[-0.61, -1.98, 0.05], [-1.53, -1.00, 0.28], [0.57, -1.43, -0.19], [-0.89, 0.26, 0.42], [0.50, 0.01, -0.24], [-1.58, 1.67, -0.06], [2.80, 0.46, -0.01], [1.57, 0.62, 0.35], [-0.86, -3.05, -0.25], [-2.63, -1.01, 0.37], [-0.61, 0.27, 1.47], [0.15, 0.48, -1.19], [-2.27, 2.18, 0.60], [-2.08, 1.34, -0.98], [-0.68, 2.37, -0.15], [3.02, -0.08, -0.94], [1.54, -1.96, -0.20], [3.59, 0.83, 0.66]], "mulliken_charge": [-0.64, -0.18, -0.04, 0.02, 0.16, -1.19, -0.32, -0.39, 0.38, 0.43, 0.36, 0.35, 0.38, 0.39, 0.33, 0.29, 0.37, 0.28], "e_homo_ev": -13.91, "charge": 1, "homo_lumo_gap_ha": 0.28220}

Model 2:
{"formula": "C7H10N", "method": "ωB97M-V/def2-TZVPD", "symbols": ["C", "C", "N", "C", "C", "C", "C", "C", "H", "H", "H", "H", "H", "H", "H", "H", "H", "H"], "positions_angstrom": [[2.78, -1.19, -0.10], [1.80, -0.35, 0.03], [1.46, 0.89, 0.64], [0.62, 1.40, -0.56], [0.37, 0.01, -0.11], [-1.02, -0.50, 0.38], [-2.28, 0.35, 0.43], [-2.15, -0.75, -0.58], [3.85, -0.97, 0.17], [2.73, -2.08, -0.69], [1.41, 1.23, 1.61], [1.27, 1.78, -1.37], [-0.09, 2.20, -0.24], [-0.73, -1.37, 0.96], [-2.15, 1.30, -0.11], [-2.98, 0.36, 1.27], [-2.72, -1.51, -0.05], [-2.17, -0.81, -1.68]], "mulliken_charge": [-0.91, 0.44, -0.22, -0.37, 0.45, -0.33, -0.66, -0.42, 0.26, 0.29, 0.32, 0.28, 0.31, 0.47, 0.21, 0.28, 0.27, 0.33], "e_homo_ev": -14.51, "charge": 1, "smiles": "C=C1[N@H+]2C[C@@]12C1CC1", "homo_lumo_gap_ha": 0.41829}

The structure with the least stability is model 2.

Model 1:
{"formula": "C7H10N", "method": "ωB97M-V/def2-TZVPD", "symbols": ["C", "C", "C", "C", "C", "C", "C", "N", "H", "H", "H", "H", "H", "H", "H", "H", "H", "H"], "positions_angstrom": [[1.81, -0.20, -0.74], [1.82, 0.90, 0.21], [-1.35, -1.21, 0.70], [0.57, 0.15, 0.84], [-0.36, -1.52, -0.41], [-0.86, 0.08, 0.31], [-1.49, 1.10, -0.52], [0.91, -0.91, -0.12], [2.51, -0.60, -1.44], [2.71, 0.98, 0.79], [1.74, 1.91, -0.15], [-2.40, -1.46, 0.65], [-0.97, -1.48, 1.72], [0.66, 0.06, 1.83], [-0.42, -2.05, -1.38], [-1.78, 1.96, 0.02], [-2.41, 0.82, -1.13], [-0.70, 1.48, -1.17]], "mulliken_charge": [-0.19, -0.69, -0.58, -0.49, -0.29, 0.78, -1.32, 0.19, 0.43, 0.33, 0.33, 0.36, 0.24, 0.49, 0.39, 0.40, 0.32, 0.33], "e_homo_ev": [-12.85, -12.85], "charge": 1, "homo_lumo_gap_ha": [0.30398, 0.30402]}

Model 2:
{"formula": "C7H10N", "method": "ωB97M-V/def2-TZVPD", "symbols": ["C", "C", "C", "C", "C", "C", "C", "N", "H", "H", "H", "H", "H", "H", "H", "H", "H", "H"], "positions_angstrom": [[-1.13, -1.06, 0.72], [-3.06, 0.50, -0.25], [-0.40, -0.65, -0.60], [1.70, -0.04, 0.23], [-1.73, -0.10, -0.20], [-1.80, 1.33, 0.06], [2.99, 0.63, 0.09], [0.71, 0.21, -0.49], [-1.68, -2.09, 0.88], [-0.58, -0.65, 1.65], [-3.45, 0.76, -1.35], [-3.74, 0.18, 0.53], [-0.23, -1.42, -1.37], [1.69, -1.11, 0.70], [3.80, -0.07, -0.12], [3.31, 0.98, 1.16], [2.91, 1.54, -0.59], [0.67, 1.05, -1.05]], "mulliken_charge": [-0.74, -0.36, -0.38, 0.27, 0.77, -0.61, -1.01, 0.05, 0.29, 0.27, 0.23, 0.29, 0.31, 0.35, 0.32, 0.33, 0.29, 0.34], "e_homo_ev": -13.28, "charge": 1, "homo_lumo_gap_ha": 0.31943}

The structure with the least stability is model 2.